[1]
Molecular formula: C18H21AuBN8O2S3
Method: DFT, ωB97M-V/def2-TZVPD

Geometry as XYZ:
```
54
Properties=species:S:1:pos:R:3
Au -0.2545 0.1146 -0.0669
N -1.8731 6.7187 3.0756
C -2.0973 5.4385 2.7674
C -1.9887 4.9994 1.4213
C -2.2266 3.6956 1.1123
C -2.5764 2.7840 2.1364
C -2.6736 3.2059 3.4787
C -2.4441 4.5124 3.7890
S -2.8714 1.1386 1.7148
O -3.2792 1.0879 0.3481
O -3.6088 0.4831 2.7449
N -1.2908 0.6401 1.7012
C -0.5872 0.2946 2.8619
N -1.0436 0.6499 4.0572
C -0.3421 0.2070 5.0969
C 0.7978 -0.5662 4.9538
C 1.2159 -0.8163 3.6562
N 0.5421 -0.3703 2.6039
H -1.6682 7.3970 2.3607
H -1.9901 7.0551 4.0169
H -1.7336 5.7111 0.6470
H -2.1727 3.3471 0.0906
H -2.9425 2.4859 4.2366
H -2.5385 4.8600 4.8096
H -0.7057 0.4883 6.0782
H 1.3490 -0.9271 5.8089
H 2.1243 -1.3704 3.4472
C -2.9424 -2.9557 1.6646
N -1.5239 -3.2501 1.4923
C -0.7343 -3.9238 2.3819
C 0.4859 -4.0509 1.7970
N 0.4424 -3.4615 0.5650
B 1.6603 -3.4520 -0.4419
N 2.5808 -2.2166 -0.0959
C 3.6569 -2.2812 0.7573
C 4.2203 -1.0521 0.8306
N 3.4820 -0.2363 0.0054
C 3.7191 1.1802 -0.2266
C 2.4882 -0.9613 -0.5449
S 1.3336 -0.3186 -1.6789
C -0.7942 -2.9625 0.3878
S -1.4005 -2.0967 -0.9588
H -3.2160 -3.2070 2.6854
H -3.5334 -3.5454 0.9675
H -3.1265 -1.9011 1.4839
H -1.1118 -4.2855 3.3212
H 1.3716 -4.5473 2.1502
H 1.2636 -3.3698 -1.5634
H 2.3104 -4.4355 -0.1944
H 3.9504 -3.2093 1.2130
H 5.0877 -0.6968 1.3565
H 4.5379 1.4940 0.4150
H 2.8213 1.7462 0.0142
H 3.9809 1.3541 -1.2675
```

2S+1: 3
Total charge: +1
HOMO-LUMO gap (spin up / spin down) in eV: 7.6 / 4.2
Energy above the lowest of the compared OMol25 structures with the same formula, charge and spin in kcal/mol: 0.0
HOMO (spin up / spin down) in eV: -10.1 / -10.7
E in Eh: -2641.98256

[2]
Molecular formula: C6H28NO8
Method: DFT, ωB97M-V/def2-TZVPD

Geometry as XYZ:
```
43
Properties=species:S:1:pos:R:3
O -1.6055 1.3514 -0.5942
C -0.9698 2.3753 -0.9370
C 0.5375 2.5492 -0.6459
C 1.1839 1.2070 -0.2956
C 2.0979 1.1378 0.9733
C 1.5225 1.3242 2.4450
C 0.7900 0.1683 3.0654
N -0.2187 -0.2825 1.9680
H -1.5805 3.1853 -1.2826
H 0.6052 3.2426 0.2551
H 0.9142 3.1268 -1.4784
H 0.4014 0.4163 -0.4572
H 1.9152 0.7265 -1.0221
H 2.6560 2.0173 0.8034
H 2.7536 0.2058 0.9187
H 0.7014 2.1117 2.2976
H 2.2549 1.6747 3.1965
H 1.4574 -0.7271 3.2906
H 0.1352 0.3219 3.9758
H -0.5536 0.4370 1.4364
H -0.0103 -1.2239 1.3945
H -1.1064 -0.5313 2.3723
H -1.9677 -3.7393 -1.8469
H -1.6970 -2.1415 -2.2541
O -1.7826 -2.8521 -1.5166
H -2.3214 -1.7924 0.3235
H -2.5778 -0.3166 0.4678
O -2.2082 -1.0972 0.9263
H -2.2297 0.0911 4.3513
H -3.1073 -0.5261 3.1850
O -2.5186 0.1139 3.4274
H -0.3286 -0.7029 -2.7941
H -1.0603 -0.1655 -1.6572
O -1.1784 -0.5660 -2.5702
H 0.1110 -3.7124 0.6644
H -0.6242 -2.6918 -0.3279
O 0.0998 -2.7760 0.3692
H 1.8309 -1.0373 -3.4236
H 1.1929 -2.3169 -3.1630
O 1.3733 -1.5183 -2.8046
H 3.7589 2.0007 -2.7225
H 4.0893 0.5690 -2.5448
O 3.4383 1.2075 -2.9080
```

Total charge: +1
HOMO-LUMO gap in eV: 11.1
Energy above the lowest of the compared OMol25 structures with the same formula, charge and spin in kcal/mol: 25.2
HOMO in eV: -13.6
E in Eh: -901.79497

[3]
Molecular formula: C30H48Cl3N3O12S
Method: DFT, ωB97M-V/def2-TZVPD

Geometry as XYZ:
```
97
Properties=species:S:1:pos:R:3
H 6.1008 -1.2415 2.7106
N 6.8377 -0.9555 2.0550
C 6.6412 -1.5404 0.9066
N 7.6207 -1.2727 -0.1322
N 5.4891 -2.4425 0.7906
C 4.8685 -2.4401 -0.5611
C 3.2999 -2.0618 -0.5320
C 3.1601 -0.8142 0.4175
C 1.8082 -0.0316 0.4551
C 1.2005 0.4827 -0.9600
C 0.5975 -0.7386 -1.6884
Cl -0.3420 -1.9787 -0.6867
C 0.6313 -1.1191 -3.0230
C 1.4057 -0.2738 -4.0769
Cl -0.2090 -2.6155 -3.6603
C -0.0351 1.4363 -0.4606
C -1.3796 1.2536 -1.2633
C -1.3702 1.6580 -2.8026
C -2.0965 0.5430 -3.7361
Cl -3.7280 1.2123 -4.3267
C 0.3078 2.9837 -0.4048
C -0.7155 3.8425 0.5052
C -0.7502 3.4374 2.0254
C -1.7844 2.7461 2.6547
C 1.7523 3.3959 0.0604
O 2.8826 2.6990 -0.5000
S 2.4519 1.5665 -1.6623
O 2.0578 2.3934 -2.8590
O 3.7555 0.9137 -2.0546
H 7.4565 -0.3168 -0.4595
H 7.5158 -1.9248 -0.9190
H 5.8056 -3.3969 0.9830
H 5.3354 -1.6521 -1.2415
H 5.0243 -3.4241 -1.1143
H 3.0330 -1.8775 -1.6180
H 2.7780 -2.9851 -0.1314
H 4.0510 -0.1317 0.2184
H 3.3504 -1.1971 1.4754
H 1.0364 -0.5559 1.0896
H 2.0176 0.9127 1.0598
H 2.5208 -0.1981 -3.8629
H 1.3580 -0.8289 -5.0723
H 0.9521 0.7418 -4.3087
H -0.2970 1.1529 0.6150
H -1.8593 0.2298 -1.1894
H -2.1496 1.9461 -0.7533
H -2.0233 2.5834 -2.9298
H -0.3679 1.9362 -3.2318
H -2.3277 -0.4038 -3.1769
H -1.4840 0.3492 -4.6732
H 0.1681 3.4222 -1.4490
H -1.7479 3.8653 0.0377
H -0.3341 4.9141 0.4147
H 0.1143 3.7746 2.6751
H -2.4067 2.0033 2.0868
H -2.0054 2.9364 3.7445
H 1.8502 3.3421 1.1961
H 1.8877 4.5023 -0.1829
C -1.0413 -5.3745 -2.9907
C -0.9912 -6.7519 -3.6155
C -2.0940 -7.6633 -3.1558
O -1.5037 -8.9524 -3.2983
C -0.1593 -8.7835 -3.1615
O 0.6203 -9.6734 -3.0237
O 0.1746 -7.4640 -3.1995
H -0.8543 -5.4242 -1.9150
H -0.2581 -4.7344 -3.4144
H -2.0079 -4.8964 -3.1623
H -0.9702 -6.6713 -4.7076
H -2.9902 -7.5768 -3.7712
H -2.3678 -7.5181 -2.1057
C -4.7179 5.9676 2.5583
C -4.8575 5.6618 1.0834
C -6.2036 5.1112 0.7063
O -5.8994 4.3251 -0.4431
C -4.6057 3.9270 -0.3123
O -4.0854 3.0925 -0.9885
O -3.9844 4.6021 0.6924
H -4.7586 5.0526 3.1541
H -3.7478 6.4278 2.7581
H -5.5006 6.6489 2.8973
H -4.6079 6.5466 0.4884
H -6.9212 5.8949 0.4619
H -6.6359 4.4587 1.4718
C -1.2118 -1.9082 6.2255
C -0.4642 -0.6353 5.8945
C -1.3195 0.4139 5.2427
O -0.3707 1.1436 4.4688
C 0.6336 0.2774 4.1694
O 1.4904 0.4929 3.3700
O 0.5309 -0.8666 4.8982
H -1.5370 -2.4198 5.3164
H -0.5578 -2.6022 6.7579
H -2.0829 -1.7048 6.8510
H 0.0328 -0.2451 6.7888
H -1.8086 1.0631 5.9699
H -2.0770 0.0008 4.5682
```

SMILES string: [H]/N=C(/N)NCCCC[C@@]1(/C(Cl)=C(\C)Cl)[C@H](CCCCl)[C@@H](CC=C)COS1(=O)=O.C[C@@H]1COC(=O)O1.C[C@@H]1COC(=O)O1.C[C@@H]1COC(=O)O1
HOMO-LUMO gap in eV: 9.0
HOMO in eV: -8.9
E in Eh: -4017.66604

[4]
Molecular formula: C8H14N
Method: DFT, ωB97M-V/def2-TZVPD

Geometry as XYZ:
```
23
Properties=species:S:1:pos:R:3
C -3.0324 0.5488 -1.6598
C 0.5779 -0.8781 0.8121
C 0.3604 -1.4941 -0.2613
C -4.1929 1.1063 -2.2815
C -0.2106 -1.9956 -1.4127
C 2.8836 -0.2613 1.3797
C 1.0826 1.4851 0.6566
C 1.4243 0.2036 1.4326
N -2.0684 0.0699 -1.2276
H 0.1421 -1.6659 1.5650
H -4.1617 0.7296 -3.3385
H -4.2657 2.1578 -2.6022
H -5.0656 0.7971 -1.8272
H -1.1533 -2.6159 -1.0298
H 0.5035 -2.6752 -1.9437
H -0.6398 -1.1075 -1.9444
H 2.9391 -1.1839 1.9522
H 3.7528 0.4372 1.7017
H 3.1687 -0.4974 0.2946
H 0.9797 2.2320 1.4208
H 0.1759 1.5398 0.0732
H 1.9824 1.7981 0.1401
H 0.9922 0.3153 2.4266
```

Total charge: +1
HOMO-LUMO gap in eV: 9.6
Energy above the lowest of the compared OMol25 structures with the same formula, charge and spin in kcal/mol: 60.9
HOMO in eV: -14.8
E in Eh: -367.58284

[5]
Molecular formula: C4H8N3
Method: DFT, ωB97M-V/def2-TZVPD

Geometry as XYZ:
```
15
Properties=species:S:1:pos:R:3
C 2.1235 0.8522 -1.2078
C 2.5636 0.2206 0.9817
C -0.9017 0.6989 -0.2742
C -2.1011 -1.4168 -0.0672
N 2.4258 1.2407 -2.2043
N 1.7835 0.4002 0.0254
N -1.7180 -0.0678 0.3293
H 3.6639 0.5910 1.0004
H 2.0753 0.0764 1.9888
H -0.8170 1.7103 0.0306
H -0.3959 0.4187 -1.2191
H -1.8058 -1.5842 -1.0525
H -1.6259 -2.1726 0.5248
H -3.2050 -1.2295 -0.0982
H -2.0649 0.2619 1.2422
```

Total charge: +1
HOMO-LUMO gap in eV: 9.8
Energy above the lowest of the compared OMol25 structures with the same formula, charge and spin in kcal/mol: 103.8
HOMO in eV: -14.6
E in Eh: -321.12586

[6]
Molecular formula: C30H90O15
Method: DFT, ωB97M-V/def2-TZVPD

Geometry as XYZ:
```
135
Properties=species:S:1:pos:R:3
C 10.9085 -3.2594 9.5982
C 11.9391 -4.2358 9.0013
O 12.4826 -3.6376 7.8461
H 10.0653 -3.1444 8.9172
H 11.3901 -2.3076 9.8227
H 10.4934 -3.6499 10.5273
H 11.4122 -5.1609 8.7676
H 12.7407 -4.4423 9.7104
H 13.1969 -4.1676 7.4849
C 17.3819 -0.7008 1.3389
C 15.9837 -0.0242 1.2311
O 15.4912 0.0423 2.5476
H 17.9649 -0.7463 0.4191
H 17.3039 -1.7030 1.7604
H 17.9638 -0.1491 2.0772
H 15.3009 -0.5196 0.5408
H 16.0037 1.0270 0.9434
H 14.5351 0.0635 2.4644
C 19.3027 -4.0415 1.0040
C 20.5809 -4.8488 1.4580
O 21.2318 -4.0957 2.5428
H 18.5040 -3.9091 1.7338
H 18.8729 -4.5140 0.1208
H 19.5497 -3.0388 0.6550
H 21.2922 -4.7988 0.6336
H 20.4334 -5.8673 1.8173
H 22.0782 -4.5089 2.7282
C 12.7786 -1.9894 2.3512
C 11.9844 -0.6381 2.2700
O 12.9476 0.4230 2.1333
H 13.4427 -2.0703 3.2118
H 13.3583 -2.1636 1.4447
H 12.1092 -2.8421 2.4646
H 11.3189 -0.5343 3.1270
H 11.2636 -0.6065 1.4529
H 12.3953 1.1961 1.9957
C 18.5067 -1.0808 6.3937
C 17.6332 -1.3031 5.1981
O 17.1399 -0.0303 4.8250
H 19.2963 -0.4043 6.0668
H 18.9967 -1.9600 6.8120
H 18.0206 -0.5869 7.2350
H 16.7713 -1.9488 5.3659
H 18.2900 -1.7102 4.4293
H 16.5751 -0.1734 4.0620
C 10.6138 -5.1229 4.5537
C 10.3100 -5.3507 6.0575
O 9.2163 -6.2667 6.1995
H 11.1246 -4.1600 4.5580
H 9.7247 -4.9300 3.9533
H 11.2871 -5.7982 4.0256
H 10.0434 -4.4200 6.5583
H 11.1767 -5.7561 6.5797
H 9.0468 -6.3062 7.1436
C 16.7803 -7.5391 1.4132
C 15.4431 -7.6501 2.1725
O 14.7375 -8.7129 1.5065
H 17.4143 -6.7091 1.7249
H 16.5774 -7.4375 0.3471
H 17.3261 -8.4797 1.4871
H 14.8583 -6.7385 2.0488
H 15.5984 -7.8789 3.2269
H 14.8579 -9.4912 2.0554
C 12.2606 -8.6937 4.3978
C 11.8904 -9.5481 3.1759
O 10.6151 -10.0606 3.5210
H 13.1248 -8.0491 4.2374
H 12.5767 -9.2818 5.2594
H 11.4847 -8.0137 4.7496
H 12.6541 -10.2929 2.9521
H 11.8059 -8.8571 2.3371
H 9.9579 -9.3690 3.6267
C 13.7164 -7.3294 8.2556
C 14.7623 -6.7025 7.3951
O 14.4019 -5.3422 7.0922
H 13.8442 -8.3814 8.5108
H 12.7269 -7.2945 7.7999
H 13.6959 -6.7843 9.1993
H 14.9119 -7.2914 6.4902
H 15.7011 -6.7097 7.9489
H 15.0138 -5.0459 6.4144
C 15.7171 -3.1279 -0.9763
C 15.2516 -4.4614 -0.4063
O 14.0279 -4.9641 -0.8911
H 15.7777 -3.1240 -2.0646
H 16.7025 -2.8548 -0.5989
H 15.0415 -2.3050 -0.7427
H 15.1849 -4.4694 0.6817
H 16.0005 -5.2346 -0.5774
H 14.0631 -5.1946 -1.8224
C 10.1775 -6.7837 1.3770
C 11.6339 -6.4370 1.2128
O 11.8769 -5.0522 0.9766
H 9.6655 -6.2215 2.1580
H 10.0738 -7.8407 1.6220
H 9.6408 -6.6297 0.4408
H 12.1673 -6.9718 0.4269
H 12.2416 -6.6607 2.0896
H 12.6778 -4.9602 0.4553
C 17.9425 -7.9474 4.8535
C 19.2055 -8.7791 4.9317
O 18.9620 -9.6247 6.0196
H 18.2112 -7.1523 4.1580
H 17.7022 -7.5022 5.8189
H 17.1178 -8.5344 4.4492
H 20.1396 -8.2646 5.1573
H 19.3943 -9.2709 3.9775
H 19.7413 -10.1770 6.1161
C 16.6132 -3.2328 8.5986
C 16.4668 -4.1608 9.7841
O 17.6688 -4.2667 10.4498
H 16.9501 -2.2539 8.9399
H 15.6761 -3.0991 8.0581
H 17.3660 -3.5496 7.8769
H 16.0773 -5.1573 9.5758
H 15.7708 -3.7223 10.4992
H 17.4276 -4.6632 11.2902
C 21.0751 -3.6414 5.9155
C 19.9076 -4.5905 5.7178
O 19.2898 -4.3360 4.5257
H 21.5831 -3.9670 6.8232
H 20.7791 -2.5927 5.9414
H 21.7984 -3.6870 5.1013
H 19.2073 -4.4583 6.5425
H 20.2118 -5.6371 5.7303
H 19.9630 -4.2135 3.8523
C 14.4518 -4.6948 3.9930
C 15.9043 -4.3045 3.9955
O 16.4483 -4.6812 5.2649
H 13.8966 -4.6403 3.0566
H 13.9285 -4.0695 4.7163
H 14.4003 -5.7192 4.3618
H 16.0383 -3.2767 3.6583
H 16.4405 -4.9763 3.3251
H 17.4070 -4.6850 5.2143
```

HOMO-LUMO gap in eV: 9.5
Energy above the lowest of the compared OMol25 structures with the same formula, charge and spin in kcal/mol: 126.8
HOMO in eV: -9.3
E in Eh: -2325.41659